1 | Computed, not measured: the molecule CHN3OS, with ωB97M-V with the def2-TZVPD basis set.

Structure (XYZ):
```
7
Properties=species:S:1:pos:R:3:lowdin_charge:R:1
C 0.011 -0.277 0.144 -0.93
H -1.265 1.140 0.957 0.18
N 0.870 -0.208 -0.921 0.06
N 0.639 0.857 -1.555 0.11
N -0.965 0.687 0.041 0.03
O -0.459 1.533 -0.963 -0.08
S 0.066 -1.319 1.433 0.63
```

Values from the calculation:
2S+1 = 1
orbital gap = 7.9215 eV

***

2 | Computed, not measured: the molecule CHN3OS, with ωB97M-V with the def2-TZVPD basis set.

Structure (XYZ):
```
7
Properties=species:S:1:pos:R:3:lowdin_charge:R:1
C 0.380 0.096 0.150 -0.23
N 1.306 -0.787 0.160 -0.15
N 0.796 1.437 -0.030 -0.08
N 1.987 1.650 -0.035 -0.05
O 3.812 -0.637 -0.584 -0.48
S 2.811 -0.117 0.336 0.91
H -0.616 0.169 0.235 0.07
```

Values from the calculation:
2S+1 = 1
orbital gap = 7.7991 eV

***

Which structure is the most stable? The one labeled 2.